1.
DFT (ωB97M-V/def2-TZVPD) results for the molecule C21H32N4O3.

The value obtained for the LUMO energy is 0.69 eV. For the energy above the lowest of the compared OMol25 structures with the same formula, charge and spin, the calculation gives 75.0 kcal per mole. As for the total charge: 0. As for the HOMO energy: -9.30 eV. As for the spin multiplicity: 1. The value obtained for the HOMO-LUMO gap is 9.99 eV.

Each line ends with the natural charge from an NBO analysis.
Positions of all 60 atoms, in Å:
1 C -7.121 1.052 -2.229  -0.60
2 C -5.620 1.295 -2.323  -0.39
3 C -4.803 0.161 -1.717  -0.39
4 C -3.300 0.390 -1.806  -0.39
5 C -2.505 -0.755 -1.188  -0.43
6 C -1.009 -0.641 -1.308  -0.18
7 C -0.321 0.493 -1.354  -0.19
8 C 1.172 0.547 -1.487  -0.54
9 C 1.776 1.745 -0.756  0.70
10 O 1.094 2.731 -0.533  -0.63
11 N 3.101 1.699 -0.440  -0.45
12 C 3.734 2.893 0.120  -0.21
13 C 4.765 2.542 1.187  -0.42
14 C 4.155 1.700 2.273  -0.20
15 C 4.881 0.582 2.931  -0.39
16 C 3.779 0.258 1.947  -0.16
17 C 2.480 -0.118 2.601  0.70
18 O 2.278 0.059 3.791  -0.64
19 N 1.514 -0.626 1.789  -0.62
20 C 0.211 -0.952 2.309  -0.29
21 C -0.389 -2.108 1.587  0.55
22 N -1.621 -2.494 1.611  -0.51
23 C -1.604 -3.578 0.762  0.33
24 C -2.815 -4.376 0.444  -0.65
25 N -0.440 -3.838 0.250  -0.17
26 O 0.389 -2.857 0.808  -0.31
27 C 4.153 -0.347 0.598  -0.42
28 C 3.962 0.553 -0.654  -0.22
29 H -7.689 1.874 -2.667  0.21
30 H -7.402 0.136 -2.753  0.20
31 H -7.435 0.947 -1.189  0.20
32 H -5.332 1.426 -3.370  0.19
33 H -5.365 2.231 -1.816  0.19
34 H -5.089 0.031 -0.667  0.19
35 H -5.058 -0.778 -2.222  0.19
36 H -3.005 0.511 -2.853  0.20
37 H -3.053 1.331 -1.305  0.20
38 H -2.773 -0.865 -0.132  0.22
39 H -2.814 -1.691 -1.667  0.20
40 H -0.461 -1.583 -1.330  0.19
41 H -0.819 1.455 -1.329  0.23
42 H 1.608 -0.411 -1.197  0.20
43 H 1.449 0.686 -2.540  0.24
44 H 4.203 3.469 -0.685  0.19
45 H 2.942 3.506 0.543  0.24
46 H 5.625 2.027 0.750  0.20
47 H 5.153 3.472 1.607  0.23
48 H 3.424 2.205 2.893  0.24
49 H 5.888 0.369 2.592  0.21
50 H 4.672 0.390 3.972  0.25
51 H 1.663 -0.686 0.799  0.40
52 H 0.323 -1.197 3.366  0.27
53 H -0.490 -0.115 2.247  0.23
54 H -2.573 -5.156 -0.273  0.24
55 H -3.211 -4.829 1.353  0.24
56 H -3.586 -3.726 0.032  0.24
57 H 5.198 -0.659 0.630  0.22
58 H 3.590 -1.274 0.465  0.22
59 H 3.591 -0.039 -1.487  0.22
60 H 4.930 0.934 -0.982  0.20



2.
DFT (ωB97M-V/def2-TZVPD) results for a structure of composition C11H20IrN2S3Sb in a non-equilibrium geometry.

The value obtained for the LUMO energy (alpha / beta) is -8.73 / -8.73 eV. For the energy above the lowest of the compared OMol25 structures with the same formula, charge and spin, the calculation gives 0.0 kcal per mole. As for the total charge: +2. As for the HOMO energy (alpha / beta): -15.22 / -15.22 eV. As for the spin multiplicity: 1. The value obtained for the HOMO-LUMO gap (alpha / beta) is 6.48 / 6.48 eV.

Each line ends with the natural charge from an NBO analysis.
Positions of all 38 atoms, in Å:
1 Ir 0.466 -1.559 -0.247  0.56
2 C -0.455 -0.478 3.198  -0.66
3 C 0.505 -1.203 2.316  0.08
4 C 0.222 -2.504 1.855  -0.30
5 C 1.145 -3.200 1.036  -0.21
6 C 2.339 -2.553 0.630  -0.22
7 C 2.606 -1.250 1.074  -0.12
8 C 1.692 -0.583 1.894  -0.22
9 H -1.223 -0.007 2.582  0.27
10 H 0.048 0.306 3.760  0.25
11 H -0.940 -1.162 3.894  0.26
12 H -0.693 -2.987 2.171  0.28
13 H 0.942 -4.221 0.748  0.28
14 H 3.045 -3.078 0.002  0.27
15 H 3.523 -0.761 0.772  0.27
16 H 1.910 0.420 2.236  0.27
17 S 2.688 -0.678 -5.301  -0.46
18 Sb 0.955 -1.841 -5.848  1.13
19 S -0.482 -1.559 -3.582  -0.35
20 S 0.949 -1.906 -2.254  0.27
21 C 0.548 1.930 -0.564  -0.63
22 C -0.971 1.921 -0.471  0.10
23 C -1.592 2.145 -1.851  -0.65
24 C -1.441 3.006 0.494  -0.62
25 N -1.464 0.654 0.153  -0.47
26 N -1.290 -0.524 -0.671  -0.61
27 H 0.868 2.863 -1.027  0.25
28 H 0.935 1.121 -1.187  0.20
29 H 1.005 1.869 0.424  0.21
30 H -1.323 3.134 -2.221  0.25
31 H -2.682 2.093 -1.812  0.23
32 H -1.229 1.433 -2.600  0.20
33 H -1.066 3.976 0.171  0.24
34 H -1.071 2.816 1.502  0.22
35 H -2.531 3.069 0.526  0.22
36 H -2.467 0.767 0.287  0.37
37 H -1.423 -0.305 -1.664  0.41
38 H -2.045 -1.162 -0.424  0.42



Q: The lowest total charge belongs to which entry?
A: C21H32N4O3